1.
# C46H53BCsN7S4

C46H53BCsN7S4 as an isolated structure (ωB97M-V/def2-TZVPD, the OMol25 dataset).

Net charge ... 0
M ... 975.96 g mol⁻¹
2S+1 ... 1
HOMO ... -7.640 eV

XYZ file:
```
112
Properties=species:S:1:pos:R:3:lowdin_charge:R:1
Cs 0.0152 -0.0454 0.3705 1.11
N -2.3369 0.6433 -0.4771 -0.54
S -3.6844 0.6497 0.0305 0.72
N -4.8712 0.0085 -0.9948 -0.35
S -5.0591 -1.5051 -1.1302 0.84
N -4.0073 -2.5963 -0.9192 -0.36
S -2.3985 -2.6419 -1.4185 0.72
N -1.3825 -2.0964 -0.5439 -0.51
C -2.3164 -4.4072 -1.7308 -0.31
C -1.1026 -4.8237 -2.2668 -0.07
C -0.8653 -6.1752 -2.4435 -0.06
C -1.8286 -7.1060 -2.0718 -0.07
C -3.0299 -6.6822 -1.5264 -0.07
C -3.2829 -5.3257 -1.3556 -0.07
C -2.5204 -2.0076 -3.0882 -0.31
C -2.0968 -0.7027 -3.2738 -0.07
C -2.2202 -0.1327 -4.5356 -0.06
C -2.7488 -0.8689 -5.5862 -0.08
C -3.1608 -2.1822 -5.3847 -0.07
C -3.0491 -2.7590 -4.1304 -0.07
C -5.7868 -1.6758 -2.7379 -0.31
C -6.1853 -2.9566 -3.0986 -0.07
C -6.7425 -3.1517 -4.3497 -0.06
C -6.8841 -2.0747 -5.2197 -0.07
C -6.4704 -0.8068 -4.8443 -0.06
C -5.9167 -0.5943 -3.5868 -0.05
C -6.3580 -2.0188 -0.0296 -0.30
C -7.4883 -1.2111 0.0066 -0.06
C -8.5207 -1.5498 0.8628 -0.06
C -8.4100 -2.6750 1.6740 -0.07
C -7.2699 -3.4604 1.6331 -0.06
C -6.2275 -3.1366 0.7721 -0.06
C -4.4099 2.2552 0.3131 -0.33
C -5.2230 2.8716 -0.6258 -0.07
C -5.5789 4.1999 -0.4333 -0.07
C -5.1178 4.8942 0.6759 -0.07
C -4.2892 4.2686 1.5986 -0.05
C -3.9275 2.9440 1.4178 -0.06
C -4.1033 -0.2178 1.5607 -0.31
C -3.3505 -1.3291 1.9321 -0.07
C -3.7497 -2.0597 3.0455 -0.06
C -4.8737 -1.6964 3.7695 -0.07
C -5.6287 -0.5992 3.3751 -0.07
C -5.2500 0.1382 2.2660 -0.07
H -0.3450 -4.0931 -2.5213 0.10
H 0.0769 -6.5066 -2.8590 0.11
H -1.6369 -8.1623 -2.2018 0.11
H -3.7758 -7.4085 -1.2304 0.11
H -4.2192 -4.9866 -0.9386 0.08
H -1.7154 -0.1438 -2.4317 0.06
H -1.9035 0.8902 -4.6911 0.11
H -2.8397 -0.4217 -6.5672 0.11
H -3.5706 -2.7573 -6.2043 0.11
H -3.3758 -3.7785 -3.9676 0.12
H -6.0518 -3.7846 -2.4147 0.12
H -7.0613 -4.1409 -4.6491 0.11
H -7.3182 -2.2302 -6.1985 0.11
H -6.5744 0.0240 -5.5293 0.11
H -5.5710 0.3798 -3.2723 0.10
H -7.5482 -0.3265 -0.6137 0.12
H -9.4083 -0.9335 0.9042 0.11
H -9.2166 -2.9328 2.3466 0.11
H -7.1816 -4.3247 2.2773 0.11
H -5.3161 -3.7155 0.7437 0.10
H -5.5708 2.3235 -1.4881 0.09
H -6.2139 4.6951 -1.1562 0.10
H -5.3944 5.9299 0.8177 0.11
H -3.9094 4.8141 2.4517 0.12
H -3.2582 2.4629 2.1203 0.13
H -2.4940 -1.6615 1.3528 0.05
H -3.1702 -2.9250 3.3410 0.11
H -5.1672 -2.2709 4.6378 0.11
H -6.5119 -0.3149 3.9307 0.11
H -5.8482 0.9830 1.9525 0.12
C 5.1957 0.5186 -4.8064 -0.11
C 5.0701 1.7828 -3.9584 -0.25
C 4.5550 1.5554 -2.5393 -0.21
C 3.0581 1.3211 -2.4094 -0.22
N 2.5640 0.1295 -3.0900 -0.01
C 2.7346 -1.1321 -2.6348 -0.84
S 3.3805 -1.4512 -1.1249 0.66
N 2.3050 -2.0986 -3.4801 0.00
C 2.3863 -3.5206 -3.2003 -0.24
C 3.7528 -4.1135 -3.5230 -0.20
C 4.1625 -3.9700 -4.9855 -0.26
C 3.2179 -4.6599 -5.9632 -0.11
H 5.7635 0.7121 -5.7171 0.07
H 4.2286 0.1149 -5.1094 0.05
H 5.7119 -0.2674 -4.2518 0.08
H 4.4377 2.5171 -4.4699 0.11
H 6.0589 2.2425 -3.8884 0.10
H 4.7806 2.4318 -1.9267 0.12
H 5.0834 0.7152 -2.0811 0.09
H 2.5052 2.1650 -2.8312 0.12
H 2.7930 1.2453 -1.3536 0.09
H 2.2157 0.2484 -4.0281 0.13
H 1.9619 -1.8192 -4.3849 0.14
H 1.6029 -4.0017 -3.7930 0.10
H 2.1509 -3.6706 -2.1458 0.09
H 3.7366 -5.1722 -3.2439 0.12
H 4.4891 -3.6268 -2.8796 0.09
H 5.1687 -4.3770 -5.1085 0.11
H 4.2410 -2.9068 -5.2336 0.09
H 3.0449 -5.6986 -5.6735 0.07
H 3.6242 -4.6632 -6.9745 0.07
H 2.2434 -4.1699 -6.0114 0.06
B 1.6359 3.9232 3.3346 -0.46
C 1.5625 2.5681 2.4941 -0.31
N 1.4648 1.5909 1.8797 -0.21
H 0.4895 4.2434 3.6087 -0.02
H 2.2817 3.7101 4.3418 -0.02
H 2.1659 4.7688 2.6377 -0.02
```



2.
# C46H54Cl2F3N2O14

A 4-piece molecular cluster, C46H54Cl2F3N2O14 overall (ωB97M-V/def2-TZVPD, the OMol25 dataset).

Net charge ... +1
M ... 986.84 g mol⁻¹
2S+1 ... 1
HOMO ... -10.993 eV

XYZ file:
```
121
Properties=species:S:1:pos:R:3:lowdin_charge:R:1
C -0.2118 4.1776 3.3673 0.06
C -0.7344 4.0900 2.0969 -0.09
C -1.1964 2.8446 1.3623 -0.27
C -1.9309 3.2457 0.0759 -0.10
C -1.1648 4.2241 -0.8460 -0.14
C -1.1887 3.8186 -2.3319 -0.22
O 0.0825 3.4381 -2.8132 -0.20
C 0.8373 4.5407 -3.2876 -0.09
C -2.3148 2.2360 2.3168 -0.16
C -3.2711 3.1963 3.0309 -0.19
C -4.6996 2.6404 2.9923 -0.74
C -5.3551 2.7736 1.6211 -0.11
Cl -5.7005 3.4910 4.2004 0.65
C -1.5543 1.2933 3.2081 -0.14
C -2.0661 0.8338 4.5289 -0.61
Cl -0.8266 0.9985 5.8000 0.74
C -2.5870 -0.6130 4.4248 -0.24
C -3.2251 -1.0567 5.7516 -0.09
N -0.4336 0.9767 2.6639 0.02
N 0.5333 0.1666 3.2105 0.20
C -0.2738 1.5934 1.3296 -0.14
C -0.7314 0.5382 0.2835 -0.07
O -0.3764 -0.7578 0.7331 -0.07
C -0.5326 -1.7262 -0.2645 -0.21
C -1.8012 -1.9762 -0.7640 0.02
C -2.0198 -2.9044 -1.7739 -0.26
C -3.3911 -3.1601 -2.3409 -0.04
C -0.9121 -3.5928 -2.2593 -0.03
C 0.3513 -3.3647 -1.7322 -0.02
C 0.5787 -2.4272 -0.7294 -0.10
C 1.9587 -2.1772 -0.1582 -0.34
C 2.0162 -2.4779 1.3566 -0.05
C 3.0550 -2.9588 -0.8698 -0.06
C 1.1975 1.9286 1.0020 -0.53
F 1.7801 2.6698 1.9547 0.16
F 1.2571 2.5702 -0.1644 0.19
F 1.9455 0.8103 0.8855 0.15
H 0.7884 3.8516 3.6303 0.07
H -0.8194 4.6216 4.1535 0.08
H -0.8797 5.0311 1.5625 0.11
H -2.2324 2.3866 -0.5202 0.11
H -2.8512 3.7431 0.3759 0.11
H -1.6681 5.1902 -0.7892 0.12
H -0.1433 4.3998 -0.5178 0.10
H -1.5785 4.6513 -2.9252 0.12
H -1.8675 2.9821 -2.5076 0.12
H 0.4851 4.8705 -4.2674 0.09
H 0.7475 5.3885 -2.6002 0.09
H 1.8756 4.2271 -3.3304 0.09
H -2.9283 1.5708 1.6941 0.15
H -3.2961 4.1626 2.5303 0.13
H -2.9808 3.3330 4.0694 0.10
H -4.6764 1.5793 3.2507 0.09
H -5.0604 3.7027 1.1372 0.08
H -6.4317 2.6585 1.6786 0.08
H -4.9936 1.9644 0.9786 0.08
H -2.9030 1.4415 4.8546 0.09
H -1.7740 -1.2959 4.1789 0.10
H -3.3314 -0.6272 3.6270 0.12
H -2.5058 -1.5594 6.3888 0.08
H -4.1042 -1.6667 5.5663 0.08
H -3.5749 -0.1749 6.2915 0.08
H 1.0600 -0.2815 2.4666 0.08
H 0.1105 -0.5575 3.7769 0.09
H -1.8161 0.5963 0.2040 0.12
H -0.2993 0.7311 -0.6999 0.16
H -2.6499 -1.4379 -0.3552 0.12
H -3.8510 -4.0113 -1.8411 0.09
H -4.0305 -2.2830 -2.2684 0.08
H -3.2883 -3.3937 -3.3995 0.08
H -1.0614 -4.3109 -3.0556 0.12
H 1.1581 -3.9564 -2.1332 0.08
H 2.2026 -1.1223 -0.2839 0.12
H 2.3983 -3.4832 1.5346 0.08
H 1.0392 -2.4150 1.8354 0.06
H 2.6919 -1.7798 1.8562 0.08
H 3.0338 -2.7451 -1.9395 0.07
H 4.0502 -2.7078 -0.5074 0.09
H 2.8916 -4.0331 -0.7896 0.05
C 2.7785 6.0328 1.3352 0.07
C 4.1048 6.2333 1.3670 -0.23
C 4.7114 7.6030 1.1656 -0.31
O 5.9217 7.6845 1.2302 0.12
C 3.8243 8.7206 0.9072 0.08
C 2.5003 8.5166 0.8731 -0.23
C 1.8967 7.1537 1.0988 -0.31
O 0.6792 7.0649 1.0656 0.08
O 1.6210 9.4811 0.6427 0.12
O 4.9824 5.2686 1.5751 0.13
H 2.3345 5.0579 1.4797 0.11
H 4.2672 9.6936 0.7488 0.14
H 0.7388 9.0659 0.6771 0.12
H 5.8647 5.6916 1.5502 0.13
C 2.4927 -5.0281 -5.4384 0.08
C 2.6018 -5.5372 -6.6755 -0.23
C 2.3381 -4.7055 -7.9095 -0.31
O 2.4797 -5.2501 -8.9862 0.12
C 1.9315 -3.3229 -7.7391 0.08
C 1.8208 -2.8193 -6.5032 -0.23
C 2.1091 -3.6444 -5.2751 -0.30
O 1.9957 -3.0920 -4.1920 0.08
O 1.4537 -1.5693 -6.2519 0.12
O 2.9452 -6.7889 -6.9197 0.13
H 2.6817 -5.6128 -4.5481 0.13
H 1.7295 -2.7400 -8.6265 0.14
H 1.4605 -1.4759 -5.2799 0.12
H 2.9507 -6.8877 -7.8927 0.13
C 1.0922 -7.8589 1.7252 0.08
C 1.9361 -7.2190 0.9045 -0.23
C 1.5273 -6.7817 -0.4796 -0.31
O 2.3580 -6.1823 -1.1423 0.08
C 0.1904 -7.0862 -0.9390 0.07
C -0.6549 -7.7301 -0.1209 -0.23
C -0.2561 -8.1469 1.2749 -0.31
O -1.0992 -8.7071 1.9483 0.11
O -1.8936 -8.0492 -0.4570 0.12
O 3.1840 -6.9145 1.2327 0.12
H 1.3739 -8.1748 2.7196 0.14
H -0.0864 -6.7802 -1.9379 0.13
H -2.2774 -8.5057 0.3179 0.12
H 3.5678 -6.4590 0.4586 0.12
```



3.
# C46H54ClNO9P2SSiSn

C46H54ClNO9P2SSiSn as an isolated structure (ωB97M-V/def2-TZVPD, the OMol25 dataset).

Net charge ... -2
M ... 1041.20 g mol⁻¹
2S+1 ... 1
Energy relative to the best compared isomer or geometry (same formula, charge and spin) ... 0.321 eV
HOMO ... -2.471 eV

XYZ file:
```
116
Properties=species:S:1:pos:R:3:lowdin_charge:R:1
Sn -1.2652 0.5192 -0.2446 1.24
O -1.6799 -0.2910 4.2129 -0.01
C -1.7178 0.0314 3.0208 -0.66
O -1.2451 -0.5535 2.0069 -0.17
C -2.4101 1.3562 2.7001 -0.18
C -3.2427 2.0046 3.5952 0.00
C -3.8172 3.2086 3.2111 -0.05
C -3.5161 3.7546 1.9722 0.00
C -2.6635 3.0529 1.1377 -0.19
N -2.1534 1.8805 1.5029 0.04
C -2.2372 3.5669 -0.2351 -0.63
O -2.5234 4.7314 -0.5040 0.02
O -1.6126 2.7114 -0.9376 -0.18
H -3.4136 1.5507 4.5608 0.11
H -4.4947 3.7246 3.8821 0.10
H -3.9095 4.7002 1.6278 0.11
C -0.3659 -3.0330 -0.9677 -0.02
C -0.7382 -2.5819 -2.3753 -0.63
C -1.1562 -3.7614 -3.2469 -0.03
C 0.4208 -1.8300 -3.0110 -0.03
O -1.7993 -1.6232 -2.2999 -0.23
Si -3.4054 -1.6834 -1.9463 -0.17
S -3.8485 -0.0271 -0.7923 0.32
O -3.6631 -3.1541 -1.2335 -0.15
C -4.8359 -3.8535 -0.8492 -0.66
C -4.3926 -4.8226 0.2371 -0.04
C -5.9034 -2.9086 -0.3079 -0.05
C -5.3666 -4.6146 -2.0612 -0.03
O -4.2461 -1.7876 -3.3700 -0.16
C -4.7139 -0.8092 -4.2934 -0.67
C -3.6366 0.2396 -4.5461 -0.04
C -5.0070 -1.5783 -5.5744 -0.04
C -5.9920 -0.1699 -3.7631 -0.05
H 0.4961 -3.7054 -1.0085 0.09
H -1.2014 -3.5498 -0.4896 0.08
H -0.0998 -2.1689 -0.3536 0.05
H -0.2945 -4.4105 -3.4256 0.08
H -1.5227 -3.3939 -4.2093 0.09
H -1.9492 -4.3435 -2.7718 0.07
H 1.2975 -2.4806 -3.0783 0.09
H 0.6817 -0.9485 -2.4186 0.05
H 0.1529 -1.4964 -4.0175 0.08
H -4.0083 -4.2683 1.0955 0.09
H -3.5956 -5.4659 -0.1423 0.08
H -5.2290 -5.4485 0.5626 0.08
H -5.5015 -2.3006 0.5045 0.07
H -6.7534 -3.4911 0.0587 0.08
H -6.2550 -2.2230 -1.0849 0.07
H -4.6276 -5.3458 -2.3989 0.08
H -5.5573 -3.9196 -2.8810 0.07
H -6.2927 -5.1398 -1.8085 0.08
H -2.7019 -0.2415 -4.8431 0.08
H -3.4512 0.8284 -3.6442 0.07
H -3.9443 0.9195 -5.3446 0.09
H -4.0849 -1.9978 -5.9825 0.08
H -5.4564 -0.9199 -6.3234 0.08
H -5.6982 -2.3981 -5.3641 0.08
H -5.8114 0.2919 -2.7906 0.04
H -6.7742 -0.9281 -3.6553 0.08
H -6.3417 0.5987 -4.4577 0.08
C 2.8703 -0.0578 2.2333 -0.53
P 2.0894 0.2589 0.5409 1.03
C 2.0068 2.0918 0.6779 -0.36
C 2.4693 3.0352 -0.2387 -0.07
C 2.1969 4.3860 -0.0555 -0.07
C 1.4345 4.8181 1.0211 -0.09
C 0.9315 3.8843 1.9166 -0.10
C 1.2174 2.5374 1.7442 -0.14
C 3.4907 -0.3773 -0.4621 -0.38
C 3.7224 -1.7465 -0.3014 -0.13
C 4.7152 -2.3977 -1.0186 -0.11
C 5.4870 -1.6910 -1.9339 -0.11
C 5.2408 -0.3395 -2.1272 -0.08
C 4.2489 0.3113 -1.4040 -0.08
P 4.6232 0.3977 2.5019 1.04
C 4.8926 -0.2688 4.2121 -0.37
C 3.8713 -0.6268 5.0918 -0.10
C 4.1576 -1.1029 6.3659 -0.09
C 5.4743 -1.2313 6.7858 -0.11
C 6.5046 -0.8908 5.9183 -0.11
C 6.2125 -0.4242 4.6432 -0.12
C 4.5097 2.1949 2.9041 -0.37
C 5.3681 3.0563 2.2266 -0.11
C 5.3919 4.4175 2.5167 -0.10
C 4.5492 4.9309 3.4913 -0.10
C 3.6779 4.0817 4.1665 -0.09
C 3.6609 2.7276 3.8728 -0.10
H 2.8254 -1.1395 2.3882 0.04
H 2.2131 0.3925 2.9786 0.02
H 2.9721 2.7226 -1.1410 0.07
H 2.5520 5.0995 -0.7895 0.10
H 1.1985 5.8687 1.1383 0.10
H 0.2937 4.1970 2.7356 0.10
H 0.7804 1.8157 2.4282 0.09
H 3.1048 -2.3163 0.3866 0.10
H 4.8728 -3.4605 -0.8754 0.09
H 6.2569 -2.1951 -2.5059 0.09
H 5.8067 0.2165 -2.8655 0.10
H 4.0448 1.3483 -1.6179 0.07
H 2.8367 -0.5495 4.7793 0.10
H 3.3465 -1.3736 7.0311 0.10
H 5.6956 -1.6054 7.7783 0.09
H 7.5362 -0.9994 6.2314 0.09
H 7.0174 -0.1707 3.9613 0.09
H 6.0129 2.6527 1.4537 0.09
H 6.0577 5.0747 1.9704 0.09
H 4.5563 5.9910 3.7154 0.09
H 3.0009 4.4791 4.9131 0.10
H 2.9694 2.0786 4.3996 0.10
Cl 0.2922 1.3820 -5.5749 0.49
C 0.0420 1.3915 -3.7850 -0.49
C 1.3360 1.4357 -2.9594 -0.74
O 2.3165 2.0621 -3.3754 -0.04
O 1.1964 0.8445 -1.8485 -0.25
H -0.5295 0.5024 -3.5341 0.03
H -0.5434 2.2769 -3.5415 0.08
```



4.
# C46H54IrN3O5P2SSi2

C46H54IrN3O5P2SSi2 as an isolated structure (ωB97M-V/def2-TZVPD, the OMol25 dataset).

Net charge ... +1
M ... 1071.36 g mol⁻¹
2S+1 ... 2
Energy relative to the best compared isomer or geometry (same formula, charge and spin) ... 0.863 eV
HOMO (alpha / beta) ... -10.291 / -10.224 eV

XYZ file:
```
114
Properties=species:S:1:pos:R:3:mulliken_spin:R:1
Ir 0.7813 -0.0572 0.9491 1.20
C -2.9582 -0.1457 3.5003 -0.01
Si -2.4317 1.4549 2.6892 0.00
C -1.5942 2.4698 4.0046 0.00
C -3.9349 2.4313 2.1268 0.01
N -1.3921 1.1289 1.3202 0.15
P -1.5944 0.9832 -0.2330 0.03
C -0.3892 -0.3106 -0.5036 -0.45
P -0.3277 -2.0766 -0.5143 -0.03
N 0.7203 -2.1344 0.7028 0.02
Si 1.6603 -3.4859 1.3111 0.00
C 1.0237 -3.9994 2.9905 0.00
C 1.4364 -4.9501 0.1707 0.00
C 3.4573 -2.9945 1.3066 0.00
C -1.9096 -2.8052 -0.1045 -0.01
C -2.8762 -3.0926 -1.0700 0.00
C -4.0904 -3.6336 -0.6851 0.00
C -4.3526 -3.8655 0.6611 0.00
C -3.4064 -3.5483 1.6257 0.00
C -2.1801 -3.0210 1.2470 0.00
C 0.2326 -2.7487 -2.0793 0.01
C -0.2716 -3.9342 -2.6102 0.00
C 0.2693 -4.4594 -3.7735 0.00
C 1.3228 -3.8110 -4.4010 0.00
C 1.8378 -2.6368 -3.8657 0.00
C 1.2960 -2.0986 -2.7098 -0.02
C -3.2655 0.5877 -0.7838 -0.01
C -4.0286 -0.2858 -0.0090 0.00
C -5.3374 -0.5693 -0.3613 0.00
C -5.8901 0.0056 -1.4980 0.00
C -5.1332 0.8652 -2.2825 0.00
C -3.8256 1.1622 -1.9263 0.01
C -1.0862 2.3495 -1.2929 0.01
C -1.2980 3.6579 -0.8743 0.00
C -1.0237 4.7118 -1.7372 0.00
C -0.5343 4.4561 -3.0130 0.00
C -0.2962 3.1488 -3.4216 -0.01
C -0.5700 2.0950 -2.5614 -0.05
H -3.5447 0.0798 4.3977 0.00
H -3.5714 -0.7920 2.8642 0.00
H -2.0725 -0.7031 3.8072 0.00
H -2.3327 2.6322 4.7982 0.00
H -0.7353 1.9668 4.4504 0.00
H -1.2807 3.4504 3.6371 0.00
H -4.3896 2.9054 3.0034 0.00
H -3.6710 3.2322 1.4271 0.00
H -4.6990 1.8167 1.6510 0.00
H 0.1691 -4.6712 2.8668 0.00
H 1.7858 -4.5499 3.5511 0.00
H 0.6960 -3.1480 3.5851 0.00
H 0.3827 -5.2246 0.0505 0.00
H 1.8729 -4.7992 -0.8199 0.00
H 1.9375 -5.8101 0.6291 0.00
H 3.6308 -2.0286 1.7871 0.00
H 4.0728 -3.7547 1.7983 0.00
H 3.7951 -2.9069 0.2687 0.00
H -2.6861 -2.8907 -2.1182 0.00
H -4.8385 -3.8643 -1.4330 0.00
H -5.3035 -4.2905 0.9581 0.00
H -3.6191 -3.7120 2.6750 0.00
H -1.4395 -2.7563 1.9935 0.00
H -1.0747 -4.4615 -2.1103 0.00
H -0.1257 -5.3803 -4.1823 0.00
H 1.7496 -4.2254 -5.3057 0.00
H 2.6728 -2.1471 -4.3480 0.00
H 1.7115 -1.1896 -2.2853 -0.01
H -3.5970 -0.7345 0.8801 0.00
H -5.9271 -1.2376 0.2548 0.00
H -6.9158 -0.2109 -1.7698 0.00
H -5.5655 1.3179 -3.1660 0.00
H -3.2533 1.8539 -2.5304 0.00
H -1.6695 3.8519 0.1280 0.00
H -1.1963 5.7311 -1.4136 0.00
H -0.3382 5.2786 -3.6913 0.00
H 0.0963 2.9500 -4.4120 0.00
H -0.3859 1.0727 -2.8798 0.02
C 2.6685 -1.3733 4.5859 0.00
S 1.7475 -0.1316 3.7407 0.01
O 0.4495 -0.7026 3.3209 0.07
O 1.6698 0.9892 4.6343 0.01
O 2.4725 0.1425 2.4578 0.02
H 2.1160 -1.6330 5.4887 0.00
H 3.6322 -0.9388 4.8490 0.00
H 2.7957 -2.2430 3.9478 0.00
C 3.2009 1.0259 -5.1077 0.00
O 2.9414 1.7007 -3.8820 0.00
C 3.4274 1.1441 -2.7381 0.01
C 4.0620 -0.0819 -2.6583 0.00
C 4.5302 -0.5305 -1.4263 0.00
C 4.3975 0.2517 -0.2949 -0.01
C 3.7865 1.4970 -0.3783 0.00
C 3.2778 1.9297 -1.5883 -0.02
N 2.7147 3.2087 -1.8094 0.00
C 2.2860 4.1404 -1.0094 0.00
C 1.9517 4.1375 0.3492 0.00
C 1.9772 5.4127 0.9848 0.00
C 1.7002 5.5419 2.3059 0.00
C 1.3353 4.3885 3.0339 0.00
C 1.2183 3.1627 2.4412 -0.02
C 1.4904 2.9892 1.0711 -0.03
O 1.3070 1.8849 0.4298 0.09
H 2.7977 1.6586 -5.8923 0.00
H 2.6978 0.0578 -5.1320 0.00
H 4.2726 0.8915 -5.2614 0.00
H 4.2087 -0.6852 -3.5425 0.00
H 5.0195 -1.4953 -1.3672 0.00
H 4.7713 -0.0894 0.6612 0.00
H 3.7302 2.1245 0.5006 0.01
H 2.7375 3.4615 -2.7907 0.00
H 2.1902 5.0973 -1.5156 0.00
H 2.2608 6.2795 0.3958 0.00
H 1.7536 6.5048 2.7941 0.00
H 1.1150 4.4749 4.0919 0.00
H 0.9091 2.3130 3.0185 0.02
```